Record 1
C20H20MnN3SSi | wB97M-V/def2-TZVPD

Last column: Mulliken spin population.
Geometry (Å):
Mn: 0.162 -0.073 0.000  4.077
C: 4.961 4.866 0.000  0.000
Si: 3.165 4.295 0.000  0.000
C: 2.313 4.857 1.579  -0.001
C: 2.313 4.857 -1.579  0.000
C: 3.246 2.381 0.000  -0.002
C: 4.453 1.682 0.000  0.012
C: 4.480 0.291 0.000  0.005
C: 3.295 -0.403 0.000  0.037
N: 2.112 0.229 0.000  -0.031
C: 2.106 1.589 0.000  -0.025
S: 0.440 2.143 0.000  -0.116
H: 5.011 5.956 0.000  0.000
H: 5.491 4.514 -0.888  0.000
H: 5.491 4.514 0.888  0.000
H: 2.341 5.946 1.657  0.000
H: 2.821 4.452 2.456  0.000
H: 1.267 4.550 1.619  -0.001
H: 2.341 5.946 -1.657  0.000
H: 1.267 4.550 -1.619  -0.001
H: 2.822 4.452 -2.456  0.000
H: 5.388 2.228 0.000  0.001
H: 5.415 -0.251 0.000  -0.001
H: 3.287 -1.483 0.000  0.006
C: -4.001 0.766 0.000  0.044
C: -2.646 0.942 0.000  0.120
N: -1.761 -0.092 0.000  0.156
C: -2.295 -1.377 0.000  0.077
C: -3.687 -1.621 0.000  -0.043
C: -4.544 -0.531 0.000  0.184
C: -4.126 -2.989 0.000  -0.008
C: -3.241 -4.009 0.000  -0.023
C: -1.826 -3.768 0.000  -0.036
C: -0.871 -4.772 0.000  0.152
C: 0.485 -4.416 0.000  0.053
C: 0.847 -3.094 0.000  0.096
N: -0.037 -2.072 0.000  0.189
C: -1.382 -2.424 0.000  0.054
H: -4.644 1.633 0.000  0.000
H: -2.228 1.939 0.000  0.010
H: -5.615 -0.681 0.000  0.007
H: -5.191 -3.182 0.000  0.000
H: -3.580 -5.036 0.000  0.000
H: -1.175 -5.811 0.000  0.005
H: 1.255 -5.174 0.000  0.000
H: 1.896 -2.836 0.000  0.002

Values from the calculation:
Charge: +1
Multiplicity: 6
HOMO energy (spin up / spin down), eV: -8.561 / -11.758
LUMO energy (spin up / spin down), eV: -4.452 / -4.233

=====

Record 2
C20H20Cl15N3 | wB97M-V/def2-TZVPD

Last column: Mulliken charge in e.
Geometry (Å):
Cl: 7.910 10.472 13.298  -0.142
C: 6.897 9.001 13.302  0.255
Cl: 6.660 8.403 11.672  -0.096
Cl: 5.351 9.293 14.070  -0.123
H: 7.436 8.265 13.869  0.089
Cl: 7.454 4.211 15.747  -0.134
C: 7.053 4.229 14.031  0.476
Cl: 5.932 5.512 13.677  -0.105
Cl: 6.386 2.701 13.502  -0.137
H: 7.943 4.403 13.462  -0.110
Cl: 9.491 6.588 13.004  0.005
C: 11.142 6.012 13.207  -0.483
Cl: 12.198 7.399 13.414  0.161
Cl: 11.631 5.082 11.838  -0.093
H: 11.214 5.430 14.106  0.407
Cl: 14.761 9.272 10.930  -0.176
C: 14.140 7.670 10.581  1.450
Cl: 14.971 6.443 11.537  -0.091
Cl: 14.283 7.275 8.861  -0.160
H: 13.093 7.630 10.835  -1.008
Cl: 15.025 1.842 13.365  -0.130
C: 15.024 3.141 14.520  0.164
Cl: 15.757 2.663 16.017  -0.128
Cl: 13.399 3.691 14.793  -0.072
H: 15.568 3.962 14.104  0.161
C: 9.884 -1.046 13.855  -0.177
C: 9.348 -0.620 14.990  -0.549
C: 9.123 0.727 15.148  -0.138
N: 9.429 1.646 14.280  -0.146
C: 9.981 1.241 13.193  -0.114
C: 10.190 -0.101 12.900  -0.679
H: 10.075 -2.098 13.707  0.393
H: 9.083 -1.286 15.808  0.367
H: 8.695 1.093 16.075  0.333
H: 10.224 2.025 12.488  0.383
H: 10.590 -0.407 11.934  0.361
C: 16.855 9.670 14.992  -0.507
C: 15.642 9.214 14.572  0.071
C: 14.534 10.048 14.711  -0.117
N: 14.599 11.274 15.131  -0.560
C: 15.756 11.677 15.563  -0.296
C: 16.899 10.917 15.550  -0.273
H: 17.767 9.104 14.850  0.385
H: 15.529 8.243 14.095  0.290
H: 13.553 9.654 14.463  0.298
H: 15.755 12.695 15.944  0.374
H: 17.830 11.310 15.937  0.360
C: 9.895 10.393 9.077  -0.217
C: 9.547 9.092 9.246  -0.834
C: 10.340 8.309 10.068  -0.296
N: 11.433 8.687 10.632  0.165
C: 11.789 9.900 10.456  0.072
C: 11.075 10.814 9.679  -0.917
H: 9.339 11.062 8.428  0.414
H: 8.650 8.686 8.796  0.442
H: 10.076 7.265 10.211  0.488
H: 12.734 10.171 10.909  0.276
H: 11.460 11.822 9.527  0.368

Values from the calculation:
Structure (SMILES): ClC(Cl)Cl.ClC(Cl)Cl.ClC(Cl)Cl.ClC(Cl)Cl.ClC(Cl)Cl.c1ccncc1.c1ccncc1.c1ccncc1
Relative energy (zero: lowest compared OMol25 entry of this formula, charge and spin), eV: 0.000
HOMO energy, eV: -9.615
LUMO energy, eV: 0.351

=====

Record 3
C4H6BrNO2S | wB97M-V/def2-TZVPD

Last column: Mulliken charge in e.
Geometry (Å):
C: -1.653 -1.284 1.240  0.244
C: -0.909 -1.619 -1.131  -0.496
C: 1.926 0.512 0.745  -0.921
C: -1.581 -1.047 -0.142  0.186
N: -1.833 -1.555 2.337  -0.388
O: 0.329 1.372 -1.237  -0.479
O: 0.691 2.767 0.850  -0.613
S: 0.355 1.384 0.443  0.697
Br: -2.752 0.371 -0.644  -0.098
H: -1.055 -1.324 -2.135  0.318
H: -0.207 2.008 -1.773  0.325
H: -0.070 -2.376 -0.848  0.226
H: 2.705 1.172 0.633  0.383
H: 1.926 0.009 1.664  0.368
H: 2.128 -0.389 -0.002  0.248

Values from the calculation:
Relative energy (zero: lowest compared OMol25 entry of this formula, charge and spin), eV: 0.789
HOMO energy, eV: -9.541
LUMO energy, eV: -0.262

=====

| no. | electronic energy (eV) |
| --- | --- |
| 1 | -75564.4045 |
| 2 | -213369.6311 |
| 3 | -90705.1421 |